This record from the OMol25 dataset describes a cluster of 2 separate species, C2H8NS in total at a distorted geometry. The level of theory is ωB97M-V/def2-TZVPD.

```
! RIJCOSX wB97M-V def2-TZVPD def2/J DEFGRID3
* xyz -1 1
S -0.584 2.431 -0.740
H -0.053 1.605 0.202
C 0.425 -2.277 -0.573
N -0.225 -1.375 0.426
C 0.788 -1.153 1.477
H 0.576 -3.165 0.026
H 1.154 -1.725 -1.175
H -0.320 -2.563 -1.337
H -0.473 -0.445 0.103
H 0.318 -1.078 2.467
H 1.508 -1.953 1.519
H 1.447 -0.277 1.335
*
```

Computed properties:
HOMO energy	-2.6006	eV
E_LUMO	0.141	Eh
HOMO-LUMO gap	6.4	eV
energy relative to the best compared isomer or geometry (same formula, charge and spin)	21.5	kcal per mole
E	-14529.159	eV
molar mass	78.160	g mol⁻¹

This record from the OMol25 dataset describes a cluster of 2 separate species, C2H8NS in total at a distorted geometry. The level of theory is ωB97M-V/def2-TZVPD.

```
! RIJCOSX wB97M-V def2-TZVPD def2/J DEFGRID3
* xyz -1 1
S 0.793 0.855 3.466
H 1.122 1.123 4.750
C -0.404 -1.049 -1.591
C 0.253 0.138 -0.872
N -0.573 0.468 0.280
H -0.559 -1.897 -0.932
H 0.030 -1.484 -2.501
H -1.398 -0.710 -1.911
H 0.349 0.932 -1.609
H 1.227 -0.217 -0.530
H -0.792 1.463 0.298
H -0.049 0.376 1.154
*
```

Computed properties:
HOMO energy	-2.6334	eV
E_LUMO	0.140	Eh
HOMO-LUMO gap	6.4	eV
energy relative to the best compared isomer or geometry (same formula, charge and spin)	6.8	kcal per mole
E	-14529.797	eV
molar mass	78.160	g mol⁻¹

This record from the OMol25 dataset describes a cluster of 2 separate species, C2H8NS in total at a distorted geometry. The level of theory is ωB97M-V/def2-TZVPD.

```
! RIJCOSX wB97M-V def2-TZVPD def2/J DEFGRID3
* xyz -2 2
S 1.494 -2.578 0.236
H 1.142 -3.029 -0.982
C -0.385 0.826 1.243
N 0.435 0.700 0.033
C -0.353 0.421 -1.144
H -0.906 1.793 1.285
H -1.167 0.054 1.270
H 0.310 0.720 2.080
H 1.229 0.115 0.254
H -0.619 -0.651 -1.171
H 0.123 0.688 -2.092
H -1.303 0.943 -1.011
*
```

Computed properties:
HOMO energy (spin up / spin down)	4.4577 / 0.0143	eV
E_LUMO (spin up / spin down)	0.259 / 0.255	Eh
HOMO-LUMO gap (spin up / spin down)	2.6 / 6.9	eV
energy relative to the best compared isomer or geometry (same formula, charge and spin)	19.2	kcal per mole
<S²>	0.7507
E	-14525.084	eV
molar mass	78.160	g mol⁻¹

This record from the OMol25 dataset describes a cluster of 2 separate species, C2H8NS3 in total. The level of theory is ωB97M-V/def2-TZVPD.

```
! RIJCOSX wB97M-V def2-TZVPD def2/J DEFGRID3
* xyz -1 1
S -0.101 3.628 0.700
S 1.328 2.234 0.187
H 0.711 4.496 1.322
H 1.120 1.383 1.202
C -0.161 -1.162 -1.038
C 0.287 -1.717 0.337
S -1.053 -2.323 1.392
N -1.325 -0.294 -1.002
H -0.392 -2.018 -1.681
H 0.690 -0.633 -1.479
H 0.891 -0.936 0.822
H 1.001 -2.528 0.140
H -1.061 0.597 -0.596
H -1.936 -0.727 -0.306
*
```

Computed properties:
HOMO energy	-2.4601	eV
E_LUMO	0.091	Eh
HOMO-LUMO gap	4.9	eV
energy relative to the best compared isomer or geometry (same formula, charge and spin)	11.6	kcal per mole
E	-36200.326	eV
molar mass	142.294	g mol⁻¹

This record from the OMol25 dataset describes a cluster of 2 separate species, C2H8O in total at a distorted geometry. The level of theory is ωB97M-V/def2-TZVPD.

```
! RIJCOSX wB97M-V def2-TZVPD def2/J DEFGRID3
* xyz 0 1
C 0.868 -4.389 -3.208
H 0.179 -4.245 -3.925
H 1.837 -3.870 -3.558
H 1.099 -5.525 -3.342
H 0.553 -4.195 -2.163
C -0.318 3.773 2.785
O -1.731 4.143 2.739
H 0.341 4.682 2.795
H -0.495 2.946 3.658
H -0.081 3.176 1.938
H -2.253 3.502 2.281
*
```

Computed properties:
HOMO energy	-10.0582	eV
E_LUMO	0.037	Eh
HOMO-LUMO gap	11.1	eV
energy relative to the best compared isomer or geometry (same formula, charge and spin)	38.0	kcal per mole
E	-4249.452	eV
molar mass	48.085	g mol⁻¹

This record from the OMol25 dataset describes a cluster of 3 separate species, C2H8O2 in total at a distorted geometry. The level of theory is ωB97M-V/def2-TZVPD.

```
! RIJCOSX wB97M-V def2-TZVPD def2/J DEFGRID3
* xyz 0 1
C -4.511 0.146 -2.104
C -4.335 -1.047 -1.515
H -4.086 0.872 -1.417
H -5.099 0.211 -3.003
H -3.672 -1.162 -0.672
H -5.014 -1.862 -1.756
H 3.548 -1.372 1.782
H 5.078 -1.039 1.802
O 4.240 -0.851 1.360
H 2.241 1.895 0.815
H 3.319 0.870 1.364
O 2.876 1.687 1.510
*
```

Computed properties:
HOMO energy	-9.9441	eV
E_LUMO	0.027	Eh
HOMO-LUMO gap	10.7	eV
energy relative to the best compared isomer or geometry (same formula, charge and spin)	25.4	kcal per mole
E	-6297.308	eV
molar mass	64.084	g mol⁻¹